62
Properties=species:S:1:pos:R:3 method="wB97M-V/def2-TZVPD" s2=3.760 relative_energy_kcal_mol=8.2 e_lumo_ev="-2.9 / -5.6" gap_ha="0.28087 / 0.21974" charge=+1 multiplicity=4 fmax_ev_per_a=0.6 homo_ha="-0.386 / -0.427"
Pd -0.723 1.085 -0.593
F 4.451 1.922 -2.190
C 3.582 1.833 -1.178
C 2.246 1.601 -1.464
C 1.337 1.509 -0.420
C 1.759 1.681 0.912
C 3.127 1.887 1.130
F 3.608 2.029 2.376
C 4.054 1.966 0.112
C 0.727 1.710 1.971
C 0.977 1.881 3.333
C -0.079 1.974 4.220
C -1.378 1.903 3.744
C -1.560 1.708 2.390
N -0.546 1.600 1.531
H 1.961 1.485 -2.501
H 5.099 2.134 0.325
H 1.989 1.950 3.691
H 0.116 2.108 5.275
H -2.232 1.987 4.399
H -2.552 1.629 1.968
Cl -3.977 3.682 -2.520
Ge -2.737 1.982 -2.243
Cl -3.178 0.503 -3.731
Cl -3.483 1.155 -0.327
C -1.146 4.689 -0.236
O -0.816 3.651 -1.163
H -1.365 5.620 -0.761
H -0.335 4.837 0.480
H -2.038 4.359 0.294
H 0.000 3.860 -1.632
C -1.255 -4.029 -0.502
C -1.617 -2.613 -0.966
C -3.026 -2.273 -0.497
P -0.331 -1.342 -0.560
C 0.907 -1.486 -1.919
C 1.315 -2.892 -2.362
C 0.376 -0.720 -3.134
C 0.492 -1.692 1.051
C 1.464 -2.868 1.129
C -0.536 -1.751 2.181
H -1.963 -4.731 -0.943
H -1.346 -4.117 0.580
H -0.255 -4.344 -0.787
H -1.619 -2.599 -2.063
H -3.072 -2.136 0.584
H -3.688 -3.101 -0.751
H -3.415 -1.377 -0.972
H 1.789 -0.967 -1.530
H 0.475 -3.427 -2.803
H 1.724 -3.499 -1.558
H 2.081 -2.808 -3.134
H -0.468 -1.238 -3.591
H 1.157 -0.624 -3.889
H 0.033 0.297 -2.891
H 1.092 -0.784 1.176
H 0.964 -3.829 1.038
H 1.954 -2.844 2.103
H 2.249 -2.809 0.376
H -1.077 -2.695 2.173
H -1.269 -0.944 2.129
H -0.023 -1.678 3.140



82
Properties=species:S:1:pos:R:3 method="wB97M-V/def2-TZVPD" e_lumo_ev=1.8 gap_ha=0.30384 charge=-1 fmax_ev_per_a=0.5 homo_ha=-0.237
C 3.257 4.983 -0.015
C 2.856 6.379 0.472
O 2.446 7.224 -0.605
C 1.064 7.113 -0.884
C 0.176 7.735 0.189
O -1.142 7.194 0.067
C -1.703 6.793 1.275
S -0.928 5.356 2.104
O -2.012 4.528 2.572
O -0.038 5.918 3.094
N 0.004 4.645 1.005
S -0.628 3.805 -0.157
O 0.356 3.600 -1.182
O -1.961 4.178 -0.548
I -0.923 1.528 0.776
H 3.345 4.960 -1.100
H 4.197 4.669 0.439
H 2.501 4.260 0.295
H 3.682 6.887 0.974
H 2.060 6.266 1.210
H 0.899 7.637 -1.829
H 0.773 6.070 -1.041
H 0.132 8.822 0.060
H 0.570 7.532 1.186
H -1.635 7.584 2.031
H -2.743 6.525 1.102
C -4.146 1.106 -1.515
C -5.313 0.546 -0.745
O -6.126 -0.341 -1.567
C -5.702 -1.581 -1.694
O -4.737 -2.093 -1.207
C -6.697 -2.380 -2.573
F -7.063 -1.698 -3.664
F -7.808 -2.655 -1.868
F -6.162 -3.532 -2.963
H -4.487 1.615 -2.418
H -3.613 1.822 -0.891
H -3.446 0.323 -1.804
H -6.004 1.329 -0.443
H -4.992 0.005 0.144
C 2.770 -1.451 -0.525
C 2.422 -0.432 -1.585
O 3.248 0.749 -1.472
C 4.450 0.703 -2.009
O 4.968 -0.205 -2.595
C 5.123 2.085 -1.823
F 4.957 2.524 -0.576
F 4.567 2.963 -2.666
F 6.429 2.025 -2.084
H 2.691 -1.001 0.465
H 2.077 -2.286 -0.594
H 3.786 -1.823 -0.659
H 1.407 -0.061 -1.461
H 2.525 -0.839 -2.591
C -0.408 -5.667 5.260
C 0.039 -5.978 3.850
O 0.567 -4.803 3.197
C 1.821 -4.492 3.480
O 2.565 -5.066 4.221
C 2.253 -3.261 2.648
F 1.321 -2.310 2.653
F 2.461 -3.644 1.376
F 3.386 -2.755 3.121
H -1.133 -4.854 5.257
H -0.875 -6.549 5.699
H 0.437 -5.376 5.882
H -0.799 -6.278 3.224
H 0.793 -6.765 3.827
C 0.848 -6.737 -3.065
C 0.676 -6.854 -1.568
O 0.277 -5.592 -0.988
C -1.013 -5.296 -1.068
O -1.882 -5.960 -1.551
C -1.272 -3.934 -0.380
F -0.352 -3.033 -0.737
F -1.209 -4.095 0.949
F -2.469 -3.467 -0.697
H 1.559 -5.947 -3.306
H 1.223 -7.679 -3.465
H -0.101 -6.509 -3.549
H 1.617 -7.092 -1.076
H -0.059 -7.614 -1.303